Record 1
Formula: C20H52N4O7P
Source: the Open Molecules 2025 dataset
Level of theory: ωB97M-V/def2-TZVPD

charge	+1
gap between HOMO and LUMO	7.42	eV

CARTESIAN COORDINATES (ANGSTROEM)
1 C -0.670 2.820 0.251
2 C -1.423 1.532 0.523
3 O -2.642 1.793 1.193
4 C -1.723 0.767 -0.750
5 O -1.369 -0.627 -0.733
6 C -0.022 -0.968 -0.794
7 O 0.787 0.159 -0.922
8 C 2.132 -0.034 -0.559
9 C 2.261 -0.269 0.931
10 N 1.173 -1.160 1.455
11 C 0.360 -1.889 0.392
12 P -1.132 -2.798 1.074
13 C -2.026 -1.591 2.110
14 O -0.411 -3.749 2.262
15 H -0.479 3.306 1.200
16 H -1.280 3.480 -0.349
17 H 0.284 2.634 -0.220
18 H -0.780 0.923 1.171
19 H -2.442 1.995 2.121
20 H -1.340 1.286 -1.616
21 H -2.799 0.774 -0.850
22 H 0.123 -1.593 -1.678
23 H 2.627 0.905 -0.754
24 H 2.631 -0.780 -1.172
25 H 2.251 0.680 1.441
26 H 3.221 -0.713 1.147
27 H 0.573 -0.649 2.103
28 H 1.621 -1.875 2.026
29 H 1.010 -2.660 0.002
30 H -2.660 -2.171 2.764
31 H -2.676 -1.048 1.443
32 H -1.420 -0.901 2.681
33 H 0.550 -3.792 2.138
34 C 0.465 1.842 -6.747
35 C 0.160 1.245 -5.377
36 C -1.312 1.353 -4.952
37 O -1.716 2.635 -4.518
38 C -2.038 3.555 -5.549
39 N 1.058 1.844 -4.384
40 H 0.525 2.929 -6.714
41 H 1.428 1.481 -7.107
42 H -0.294 1.562 -7.479
43 H 0.386 0.175 -5.431
44 H -1.458 0.701 -4.084
45 H -1.980 0.988 -5.742
46 H -2.510 3.056 -6.399
47 H -1.154 4.100 -5.887
48 H -2.739 4.279 -5.137
49 H 0.928 1.369 -3.493
50 H 0.735 2.792 -4.210
51 C 2.706 7.801 2.007
52 C 1.611 6.950 2.644
53 C 1.900 5.443 2.621
54 O 1.721 4.816 1.360
55 C 2.797 4.975 0.452
56 N 0.327 7.282 2.021
57 H 2.658 7.781 0.919
58 H 2.595 8.840 2.311
59 H 3.699 7.466 2.313
60 H 1.550 7.235 3.698
61 H 1.184 4.954 3.289
62 H 2.903 5.226 3.011
63 H 3.761 4.983 0.967
64 H 2.690 5.885 -0.140
65 H 2.775 4.129 -0.239
66 H -0.426 6.815 2.520
67 H 0.310 6.870 1.092
68 C -2.520 -8.637 1.779
69 C -1.600 -7.425 1.675
70 C -0.126 -7.728 1.983
71 O 0.184 -7.885 3.351
72 C -0.104 -9.161 3.898
73 N -2.128 -6.346 2.514
74 H -2.758 -8.880 2.814
75 H -3.464 -8.435 1.275
76 H -2.073 -9.518 1.315
77 H -1.632 -7.083 0.635
78 H 0.466 -6.867 1.656
79 H 0.227 -8.596 1.410
80 H 0.068 -9.957 3.169
81 H -1.131 -9.215 4.265
82 H 0.563 -9.313 4.746
83 H -1.578 -5.505 2.363
84 H -1.945 -6.593 3.483

***

Record 2
Formula: C20H53ClN3O12
Source: the Open Molecules 2025 dataset
Level of theory: ωB97M-V/def2-TZVPD

charge	-1
gap between HOMO and LUMO	7.79	eV
energy relative to the best compared isomer or geometry (same formula, charge and spin)	274.1	kJ/mol

CARTESIAN COORDINATES (ANGSTROEM)
1 Cl 30.140 -30.295 -38.657
2 O 31.428 -30.683 -39.206
3 O 29.734 -31.432 -37.866
4 O 30.349 -29.133 -37.904
5 O 29.213 -29.945 -39.696
6 C 34.427 -26.307 -33.661
7 O 35.113 -27.122 -32.863
8 C 34.488 -28.400 -32.801
9 C 34.701 -29.331 -34.030
10 N 35.992 -29.941 -33.884
11 C 36.552 -30.167 -35.208
12 C 37.047 -28.967 -36.003
13 O 37.736 -28.155 -35.062
14 C 38.036 -26.870 -35.555
15 H 33.540 -25.870 -33.203
16 H 34.002 -26.652 -34.603
17 H 34.968 -25.393 -33.907
18 H 33.407 -28.276 -32.732
19 H 34.866 -28.793 -31.858
20 H 34.443 -28.745 -34.912
21 H 34.004 -30.169 -34.065
22 H 36.648 -29.280 -33.493
23 H 36.079 -30.849 -35.916
24 H 37.454 -30.722 -34.952
25 H 36.150 -28.497 -36.407
26 H 37.711 -29.264 -36.815
27 H 38.586 -26.164 -34.932
28 H 37.077 -26.367 -35.688
29 H 38.438 -26.980 -36.562
30 C 28.719 -24.755 -44.070
31 O 29.967 -24.317 -44.463
32 C 30.397 -24.878 -45.709
33 C 30.794 -26.440 -45.535
34 N 32.147 -26.722 -45.802
35 C 32.570 -26.485 -47.205
36 C 34.078 -26.362 -47.353
37 O 34.597 -25.338 -46.632
38 C 35.037 -24.190 -47.396
39 H 28.753 -25.594 -43.375
40 H 27.920 -24.878 -44.801
41 H 28.388 -23.917 -43.456
42 H 31.242 -24.250 -45.993
43 H 29.566 -24.990 -46.406
44 H 30.233 -27.022 -46.266
45 H 30.563 -26.883 -44.566
46 H 32.388 -27.690 -45.641
47 H 32.014 -25.646 -47.623
48 H 32.264 -27.318 -47.839
49 H 34.276 -26.198 -48.412
50 H 34.360 -27.389 -47.121
51 H 34.339 -23.870 -48.169
52 H 35.909 -24.420 -48.009
53 H 35.298 -23.302 -46.820
54 C 18.480 -26.609 -42.242
55 O 19.694 -27.284 -42.453
56 C 20.854 -26.807 -41.913
57 C 21.923 -27.827 -42.174
58 N 22.378 -27.834 -43.590
59 C 23.366 -28.951 -43.718
60 C 23.410 -29.573 -45.131
61 O 24.165 -28.713 -46.042
62 C 24.848 -29.254 -47.125
63 H 18.328 -25.650 -42.738
64 H 18.383 -26.507 -41.161
65 H 17.630 -27.200 -42.582
66 H 20.730 -26.534 -40.866
67 H 21.001 -25.847 -42.407
68 H 21.640 -28.831 -41.856
69 H 22.770 -27.602 -41.527
70 H 21.633 -28.060 -44.234
71 H 23.094 -29.725 -43.000
72 H 24.361 -28.631 -43.409
73 H 22.396 -29.739 -45.494
74 H 23.951 -30.511 -45.008
75 H 25.646 -29.900 -46.760
76 H 25.296 -28.422 -47.669
77 H 24.227 -30.001 -47.620
78 C 30.032 -35.537 -42.178
79 O 28.828 -35.562 -42.959
80 H 29.766 -35.377 -41.133
81 H 30.534 -36.502 -42.116
82 H 30.775 -34.806 -42.496
83 H 28.122 -35.096 -42.504
84 C 23.638 -31.108 -37.205
85 O 24.635 -30.153 -36.895
86 H 24.064 -31.684 -38.027
87 H 23.393 -31.762 -36.368
88 H 22.749 -30.545 -37.489
89 H 25.454 -30.605 -37.113

***

Record 3
Formula: C20H54BMnO10
Source: the Open Molecules 2025 dataset
Level of theory: ωB97M-V/def2-TZVPD

charge	+1
gap between HOMO and LUMO (alpha / beta)	7.73 / 7.09	eV
multiplicity	6
<S²>	8.753
energy relative to the best compared isomer or geometry (same formula, charge and spin)	0.0	kJ/mol

CARTESIAN COORDINATES (ANGSTROEM)
1 Mn -0.961 -24.912 15.308
2 B -2.883 -24.932 16.381
3 H -3.146 -24.160 15.541
4 H -3.742 -25.023 17.145
5 H -2.664 -25.933 15.878
6 H -1.943 -24.558 16.888
7 C -6.243 -26.457 23.839
8 O -7.184 -25.398 23.723
9 C -6.674 -24.170 23.236
10 C -6.686 -24.048 21.719
11 O -6.033 -25.141 21.090
12 C -5.363 -24.780 19.913
13 H -6.866 -27.327 24.038
14 H -5.568 -26.319 24.691
15 H -5.660 -26.573 22.929
16 H -5.656 -24.056 23.640
17 H -7.252 -23.360 23.687
18 H -6.034 -23.179 21.553
19 H -7.709 -23.953 21.354
20 H -4.640 -23.976 20.077
21 H -6.085 -24.563 19.119
22 H -4.774 -25.626 19.551
23 C 0.888 -23.454 17.527
24 O 0.444 -24.658 16.911
25 C 0.555 -25.766 17.801
26 C 0.336 -27.129 17.121
27 O -0.663 -27.034 16.111
28 C -1.437 -28.207 15.881
29 H 0.397 -23.277 18.489
30 H 0.611 -22.621 16.880
31 H 1.967 -23.448 17.693
32 H -0.183 -25.656 18.599
33 H 1.543 -25.854 18.263
34 H 0.019 -27.857 17.871
35 H 1.256 -27.515 16.671
36 H -2.148 -28.433 16.674
37 H -0.775 -29.040 15.639
38 H -2.008 -28.009 14.974
39 C 1.985 -25.541 14.260
40 O 0.577 -25.740 14.158
41 C 0.157 -26.457 12.981
42 C -1.095 -25.848 12.409
43 O -2.036 -25.754 13.480
44 C -3.273 -25.190 13.035
45 H 2.406 -24.937 13.453
46 H 2.482 -26.512 14.261
47 H 2.213 -25.019 15.185
48 H -0.064 -27.477 13.307
49 H 0.963 -26.521 12.251
50 H -1.452 -26.567 11.664
51 H -0.960 -24.863 11.954
52 H -4.017 -25.285 13.822
53 H -3.678 -25.780 12.208
54 H -3.158 -24.141 12.756
55 C -6.759 -24.863 15.601
56 O -6.849 -26.203 15.189
57 C -5.905 -27.020 15.848
58 C -6.273 -27.330 17.287
59 O -7.313 -28.256 17.464
60 C -8.623 -27.754 17.230
61 H -5.757 -24.481 15.372
62 H -6.935 -24.750 16.675
63 H -7.471 -24.189 15.128
64 H -4.928 -26.529 15.759
65 H -5.777 -27.956 15.300
66 H -6.516 -26.419 17.851
67 H -5.459 -27.731 17.897
68 H -8.717 -27.514 16.168
69 H -8.801 -26.880 17.864
70 H -9.329 -28.541 17.480
71 C -2.909 -22.260 18.237
72 O -3.169 -20.969 18.739
73 C -2.064 -20.325 19.309
74 C -1.544 -20.950 20.615
75 O -2.331 -20.612 21.742
76 C -3.669 -21.016 21.682
77 H -3.034 -23.016 19.016
78 H -1.911 -22.350 17.795
79 H -3.649 -22.439 17.460
80 H -2.316 -19.281 19.493
81 H -1.211 -20.266 18.614
82 H -0.574 -20.505 20.828
83 H -1.501 -22.043 20.527
84 H -4.334 -20.407 21.060
85 H -4.100 -20.891 22.680
86 H -3.778 -22.072 21.412

***

Sequential total energy output: -51155.8554 -63148.2675 -74074.4202 eV